1.
Computed, not measured: one molecule with the formula C11H21NOS, with ωB97M-V/def2-TZVPD.

Results
**SMILES**: CCCCCCCCN1SCCC1=O
**HOMO level**: -8.020 eV

```
! RIJCOSX wB97M-V def2-TZVPD def2/J DEFGRID3
* xyz 0 1
S 2.8254 -1.2312 -1.4222
O 1.1749 0.3558 1.5315
N 1.8725 -1.1005 -0.1501
C -0.7397 -0.7628 -0.6996
C -0.1403 -2.2716 -0.6431
C -2.5523 0.7384 0.0227
C 1.9440 0.1167 0.5658
C -3.3097 1.3797 1.2388
C 1.1182 -2.2846 0.2412
C -5.2231 2.5968 0.1546
C 3.1124 0.9462 0.0202
C -3.9740 2.7777 0.8856
C -1.7276 -0.4281 0.4937
C 4.0404 -0.1150 -0.6715
H 1.6730 -3.2118 0.1715
H -3.2356 3.4259 0.3546
H -3.3622 0.5151 -0.7232
H -1.3048 -0.9236 -1.7036
H 4.4299 -0.8203 0.1056
H -0.8954 -2.9240 -0.3033
H 4.8921 0.3226 -1.3672
H -1.0632 -0.1512 1.3085
H -5.0417 2.0721 -0.8147
H -6.0063 1.9270 0.6164
H -1.8768 1.5332 -0.3960
H -2.3949 1.6032 1.9638
H -4.2698 3.4886 1.7248
H 0.8850 -2.0438 1.2528
H -5.5848 3.5649 -0.1298
H -3.9605 0.6421 1.6776
H 0.1489 -2.5316 -1.6898
H -0.0057 -0.0082 -0.9136
H 2.6951 1.7712 -0.6421
H -2.2976 -1.3119 0.5981
H 3.5723 1.4568 0.8141
*
```



2.
Computed, not measured: C11H21NSiZn as an isolated structure, with ωB97M-V/def2-TZVPD.

Results
**HOMO level (spin up / spin down)**: 2.410 / 2.420 eV

```
! RIJCOSX wB97M-V def2-TZVPD def2/J DEFGRID3
* xyz -2 1
Zn 0.4406 0.2020 -0.7681
Si 0.0858 0.0801 2.3517
N -0.9599 -1.4969 -0.6681
C -0.8473 1.1083 -3.4072
C 1.2894 1.7843 -2.8440
C 0.7341 -1.8168 -1.6658
C -0.9284 1.7134 -2.1197
C -0.3054 -1.7582 2.2868
C 0.4120 2.1669 -1.7649
C -0.5264 -2.6526 -1.3601
C -1.5538 0.9976 2.2106
C 1.2474 0.6371 0.9851
C 0.5136 1.1401 -3.8332
C 0.8979 0.4707 4.0087
H 0.9010 -1.6175 -2.7300
H 2.3526 2.0173 -2.8959
H -2.1377 0.6782 1.3359
H -1.9315 -1.3310 -0.9117
H 0.2529 0.1721 4.8449
H 0.6056 -2.3703 2.2487
H -0.3541 -3.5305 -0.7211
H 1.4709 1.7177 1.0362
H 0.8728 0.7958 -4.8061
H -1.8355 1.9375 -1.5607
H 2.2191 0.1088 1.0423
H -0.8807 -2.0595 3.1758
H -1.3881 2.0815 2.1330
H -2.1624 0.8097 3.1089
H 1.6194 -2.1511 -1.1105
H -0.8984 -1.9783 1.3806
H -1.6893 0.7529 -3.9919
H -1.1226 -2.9190 -2.2504
H 1.0994 1.5456 4.0917
H 1.8522 -0.0631 4.1006
H 0.6546 2.8270 -0.9318
*
```



ΔE to the lowest compared entry with this formula, charge and spin values (in kJ/mol) by entry order: 152.1; 0.0.